No. 1
This record from the OMol25 dataset describes 9 unconnected molecules or ions with the total composition H18O9. The level of theory is ωB97M-V/def2-TZVPD.

Structure (XYZ):
```
27
Properties=species:S:1:pos:R:3:forces:R:3:lowdin_charge:R:1
H -0.799 0.225 1.414 -0.04 -0.26 -0.84 0.048
H -0.271 0.303 -0.039 0.01 0.09 0.13 0.009
H 3.401 -2.372 1.616 0.00 -0.16 -0.25 0.044
H 1.968 -2.757 1.387 -0.60 -0.11 0.15 0.026
H -0.294 2.057 -3.086 2.47 0.17 0.52 0.079
H 1.234 1.561 -2.824 -0.33 -0.14 -0.14 -0.004
H 1.566 -1.190 -2.977 1.41 -0.18 -0.76 0.019
H 0.561 -0.254 -2.347 0.20 -2.34 -0.53 0.048
H -0.011 0.676 4.852 1.65 -1.35 0.27 0.074
H 0.419 -0.651 4.229 0.18 -0.06 0.19 0.018
H 0.916 -3.030 -0.801 -0.05 -0.07 -0.26 0.013
H -0.301 -2.127 -0.777 0.48 -1.16 -0.90 0.038
H 2.545 0.356 0.304 -1.66 0.09 -1.85 0.101
H 2.854 0.003 -1.072 0.39 -0.50 -1.01 0.027
H -3.200 2.242 1.633 -2.88 -0.48 0.16 0.075
H -4.377 3.081 1.240 -0.52 0.24 -0.17 0.013
H -2.319 1.953 -1.366 0.91 2.27 -2.12 -0.023
H -3.160 0.678 -1.333 1.05 1.24 1.15 0.098
O -0.931 -0.133 0.514 0.56 -0.32 1.06 -0.067
O 2.798 -2.681 0.925 0.59 0.29 0.14 -0.049
O 0.642 2.317 -2.789 -2.15 0.07 -0.43 -0.083
O 0.704 -1.232 -2.609 -1.09 4.22 -0.22 -0.077
O 0.729 -0.014 4.887 -1.85 1.40 -0.47 -0.093
O 0.091 -2.890 -1.287 -1.07 -0.60 2.61 -0.104
O 2.083 0.310 -0.610 1.30 0.49 2.99 -0.080
O -4.235 2.252 1.699 3.28 0.19 0.01 -0.106
O -2.613 1.318 -0.784 -2.23 -3.01 0.58 -0.045
```
Positions in Å, forces in eV/Å.

The max |F| is 4.4 eV/Å. Its net charge is 0. As for the SMILES: O.O.O.O.O.O.O.O.O.

***

No. 2
This record from the OMol25 dataset describes 9 unconnected molecules or ions with the total composition H18O9. The level of theory is ωB97M-V/def2-TZVPD.

Structure (XYZ):
```
27
Properties=species:S:1:pos:R:3:forces:R:3:lowdin_charge:R:1
O -1.301 -1.770 -1.425 -0.07 -0.84 -0.15 -0.035
H -1.739 -2.148 -0.657 -0.13 0.05 0.31 0.053
H -1.349 -2.508 -2.057 0.14 0.57 -0.04 0.082
O -2.316 0.950 -1.486 -1.17 2.33 -0.06 -0.018
H -2.713 1.090 -0.629 -0.27 0.12 0.24 0.023
H -1.934 0.113 -1.430 1.27 -2.26 -0.18 -0.057
O 1.935 2.827 0.112 2.47 0.01 0.41 -0.070
H 2.524 2.692 0.891 -0.59 0.24 -0.99 0.056
H 1.084 2.598 0.447 -1.27 -0.09 0.45 -0.061
O -1.137 0.293 2.169 0.82 -0.38 0.64 -0.042
H -0.361 -0.236 2.465 -1.05 0.27 0.04 0.096
H -1.932 -0.167 2.435 -0.14 -0.27 0.16 0.080
O 2.605 -1.852 -0.401 0.19 -0.52 0.33 -0.054
H 2.001 -1.359 0.162 0.02 0.49 0.16 -0.014
H 2.196 -1.734 -1.254 -0.01 0.05 -0.60 0.026
O -0.481 2.756 1.213 0.28 2.25 -1.31 -0.018
H -1.018 2.962 0.429 0.36 0.07 0.17 0.085
H -0.860 1.986 1.546 -1.15 -2.03 1.20 -0.044
O 0.647 1.240 -2.270 -0.50 0.23 -1.41 -0.049
H 1.477 1.164 -2.727 0.49 0.21 -0.48 0.027
H 0.870 0.955 -1.402 0.04 -0.31 1.49 -0.048
O 0.523 -0.060 0.100 -0.55 0.06 1.34 -0.096
H 0.001 0.358 0.844 0.75 -0.75 -1.84 0.028
H 0.027 -0.865 -0.148 0.09 0.56 0.08 0.015
O 0.089 -2.891 1.154 -1.58 -0.27 -0.77 -0.035
H 0.947 -2.910 1.514 1.78 0.18 0.99 0.016
H 0.212 -3.487 0.407 -0.23 0.03 -0.17 0.052
```
Positions in Å, forces in eV/Å.

The max |F| is 2.6 eV/Å. Its net charge is 0. As for the SMILES: O.O.O.O.O.O.O.O.O.

***

No. 3
This record from the OMol25 dataset describes 9 unconnected molecules or ions with the total composition H18O9. The level of theory is ωB97M-V/def2-TZVPD.

Structure (XYZ):
```
27
Properties=species:S:1:pos:R:3:forces:R:3:lowdin_charge:R:1
O -3.094 0.670 2.793 1.35 0.96 0.29 -0.074
H -2.713 1.172 3.539 -0.97 -0.46 0.50 0.028
H -2.289 0.816 2.272 -0.50 -0.57 -0.90 0.015
O 2.371 0.994 -0.085 -0.26 0.07 -0.08 -0.061
H 2.702 1.472 0.682 0.02 -0.17 -0.02 0.047
H 2.684 0.081 0.006 0.17 0.29 0.12 -0.003
O -0.497 -1.658 0.642 -0.13 0.39 0.22 -0.061
H 0.335 -1.732 0.161 -0.36 -0.25 -0.06 0.021
H -1.166 -2.215 0.216 0.56 -0.10 0.10 0.010
O 0.567 1.909 -2.766 1.44 -0.31 0.90 -0.074
H 1.377 2.412 -2.552 -0.66 0.60 -0.62 0.053
H 0.852 1.165 -2.207 -0.70 -0.36 -0.13 0.015
O -0.054 3.311 0.554 -0.19 0.26 0.28 -0.055
H -0.496 2.466 0.419 0.30 0.00 -0.17 0.029
H 0.858 3.211 0.273 -0.11 -0.30 -0.13 0.010
O -0.724 0.393 4.494 -1.01 -0.12 1.66 -0.052
H -0.200 1.173 4.702 0.31 -0.44 -1.16 0.049
H -0.709 -0.063 3.657 0.82 0.56 -0.45 0.025
O 3.665 -1.324 -0.803 -0.28 -0.99 -1.19 -0.056
H 4.043 -2.194 -1.001 0.44 0.05 0.87 0.063
H 3.130 -1.292 -1.613 -0.15 0.77 0.19 0.057
O -1.628 -3.666 -1.315 0.63 0.40 -0.64 -0.055
H -1.445 -2.785 -1.676 -0.52 0.29 0.04 0.017
H -1.044 -4.157 -1.909 -0.20 -0.52 0.32 0.049
O -1.131 -0.581 -3.260 0.37 2.13 0.63 -0.087
H -1.027 0.365 -2.909 -0.32 -1.96 -0.57 0.053
H -0.959 -0.429 -4.198 -0.05 -0.24 0.01 0.036
```
Positions in Å, forces in eV/Å.

The max |F| is 2.3 eV/Å. Its net charge is 0. As for the SMILES: O.O.O.O.O.O.O.O.O.

***

No. 4
This record from the OMol25 dataset describes 9 unconnected molecules or ions with the total composition H18O9. The level of theory is ωB97M-V/def2-TZVPD.

Structure (XYZ):
```
27
Properties=species:S:1:pos:R:3:forces:R:3:lowdin_charge:R:1
O 5.371 7.576 8.208 -0.41 -2.10 -0.44 -0.081
H 6.256 7.342 8.514 0.36 0.23 0.15 0.027
H 4.999 6.661 7.994 0.22 1.66 0.04 0.071
O 5.343 8.092 5.181 0.86 -0.85 0.70 -0.077
H 5.752 7.320 4.735 -0.19 0.74 0.25 0.018
H 5.511 7.867 6.134 -0.50 0.30 -0.82 0.013
O 10.073 8.434 5.325 1.00 -0.27 -0.04 -0.047
H 10.828 8.985 5.601 -0.56 -0.36 -0.24 0.065
H 9.299 8.934 5.548 -0.58 0.77 0.36 -0.012
O 8.314 7.235 8.114 -2.80 0.24 -1.78 -0.024
H 8.158 8.016 7.536 -0.49 -0.40 0.16 0.028
H 9.144 7.462 8.408 3.15 0.30 1.51 0.006
O 6.052 4.178 3.984 -0.56 0.54 -0.23 -0.055
H 6.902 4.587 4.153 0.60 0.07 0.33 0.001
H 5.632 4.866 3.447 -0.11 -0.43 -0.05 0.046
O 7.860 6.272 5.119 -0.54 0.72 -2.10 -0.024
H 8.217 6.055 5.948 0.71 -0.48 2.07 0.011
H 8.495 6.915 4.762 -0.11 -0.30 0.04 0.045
O 4.459 5.400 6.518 -1.09 -1.50 -0.34 -0.083
H 5.052 5.360 5.745 -0.31 -0.33 0.34 0.009
H 3.818 4.628 6.402 1.48 1.62 0.18 0.097
O 7.550 9.823 6.536 2.33 -0.61 0.09 -0.007
H 7.076 9.432 5.830 -1.14 -0.72 -1.40 0.007
H 6.899 10.271 7.031 -1.34 1.08 1.27 0.007
O 5.083 10.320 8.367 0.60 0.57 -0.90 -0.049
H 5.146 9.378 8.188 -0.26 -0.50 0.17 -0.022
H 4.648 10.402 9.203 -0.33 0.01 0.68 0.029
```
Positions in Å, forces in eV/Å.

The max |F| is 3.5 eV/Å. Its net charge is 0. As for the SMILES: O.O.O.O.O.O.O.O.O.

***

No. 5
This record from the OMol25 dataset describes 9 unconnected molecules or ions with the total composition H18O9. The level of theory is ωB97M-V/def2-TZVPD.

Structure (XYZ):
```
27
Properties=species:S:1:pos:R:3:forces:R:3:lowdin_charge:R:1
O -2.765 -1.891 1.099 0.43 0.21 -0.09 -0.072
H -2.781 -2.657 0.518 -0.11 0.07 -0.01 0.027
H -2.783 -1.126 0.497 -0.47 -0.37 0.14 -0.009
O 2.679 -2.294 0.663 -0.15 -0.29 -0.06 -0.044
H 2.990 -2.005 1.526 -0.04 0.22 -0.09 0.029
H 2.013 -2.966 0.849 0.10 0.03 -0.08 0.060
O 2.325 -0.106 2.507 -0.16 0.04 0.25 -0.050
H 2.411 -0.553 3.359 -0.09 0.16 -0.04 0.058
H 1.890 0.732 2.717 0.17 -0.04 -0.08 0.066
O -1.493 1.316 -2.560 0.33 -0.28 -0.05 -0.044
H -1.761 1.400 -3.483 -0.03 0.02 0.12 0.058
H -0.561 1.059 -2.597 -0.06 0.24 0.01 0.050
O 0.036 0.207 0.473 -0.16 -0.29 0.03 -0.044
H 0.722 -0.249 0.987 0.01 0.06 -0.02 0.030
H -0.370 -0.487 -0.061 0.03 0.01 0.13 0.057
O -2.447 1.970 1.570 0.08 -0.04 -0.06 -0.060
H -2.259 2.647 0.910 0.00 -0.08 0.03 0.036
H -1.791 1.281 1.401 0.05 0.09 0.01 -0.005
O 1.512 2.326 -0.571 -0.26 0.00 0.00 -0.081
H 2.112 1.974 -1.233 -0.05 -0.09 -0.03 0.002
H 0.911 1.581 -0.375 0.34 0.26 0.03 -0.021
O -3.477 -0.315 -1.316 0.46 -0.21 0.17 -0.061
H -2.577 0.020 -1.478 -0.51 0.30 -0.36 0.002
H -3.637 -0.943 -2.030 0.00 0.06 0.06 0.048
O 2.845 -0.272 -1.470 0.00 -0.08 0.07 -0.070
H 3.524 0.310 -1.113 0.01 -0.15 0.03 0.040
H 2.732 -0.959 -0.790 0.08 0.14 -0.11 -0.004
```
Positions in Å, forces in eV/Å.

The max |F| is 0.7 eV/Å. Its net charge is 0. As for the SMILES: O.O.O.O.O.O.O.O.O.

***

Results for Kohn-Sham gap: 9.158, 9.602, 10.599, 11.508, 10.675 (in eV, following the order of the records).
Results for calculated total energy: -687.84919, -687.92519, -687.90790, -687.97235, -687.94838 (in Ha, following the order of the records).
Results for LUMO energy: -0.0094, -0.0146, -0.0115, 0.0102, -0.0028 (in Ha, following the order of the records).